(1)
32
Properties=species:S:1:pos:R:3:lowdin_charge:R:1 method="wB97M-V/def2-TZVPD" orbital_gap_ev=11.2 total_energy_ha=-1148.940347 homo_energy_ev=-11.1 smiles="O=C1OC[C@@H](F)O1.O=C1OC[C@@H](F)O1.CC#N.CC#N"
O 1.395 0.622 2.576 0.1802
C 2.438 0.718 3.120 -0.5358
O 3.547 0.033 2.806 0.0719
C 4.665 0.676 3.409 -0.0475
C 4.020 1.591 4.459 -0.3250
F 4.673 2.790 4.485 0.0681
O 2.698 1.683 4.060 0.1517
H 5.436 0.019 3.804 0.1387
H 5.193 1.298 2.681 0.1417
H 4.125 1.124 5.443 0.1704
O -5.227 -1.460 -6.159 0.1756
C -4.573 -0.801 -5.418 -0.5742
O -4.684 0.511 -5.202 0.0802
C -3.635 0.934 -4.312 -0.0621
C -3.163 -0.371 -3.696 -0.2957
F -3.808 -0.619 -2.504 0.0461
O -3.560 -1.316 -4.678 0.1207
H -2.839 1.348 -4.939 0.1411
H -4.028 1.698 -3.654 0.1199
H -2.095 -0.525 -3.549 0.1594
C 1.559 -2.502 1.341 -0.0572
C 0.347 -2.607 2.180 -0.2899
N -0.610 -2.690 2.802 0.1273
H 1.277 -1.775 0.582 0.0704
H 1.694 -3.481 0.883 0.0819
H 2.421 -2.210 1.928 0.0642
C -0.966 0.609 -0.060 -0.0566
C -1.683 1.491 -0.984 -0.2621
N -2.230 2.170 -1.724 0.1520
H 0.053 0.959 0.071 0.0749
H -0.896 -0.349 -0.588 0.0782
H -1.544 0.428 0.840 0.0918

=====

(2)
23
Properties=species:S:1:pos:R:3:lowdin_charge:R:1 method="wB97M-V/def2-TZVPD" total_charge=+1 orbital_gap_ev=9.2 total_energy_ha=-442.729893 homo_energy_ev=-13.4 smiles="CC1=C(C)[n+]2ccccc2C1"
C 2.466 -1.326 -1.338 -0.0078
C 1.304 -0.690 -0.693 -0.2176
C 0.122 -1.087 -0.251 -0.1112
C -0.603 -2.436 -0.305 -0.0027
N -0.595 0.078 0.446 0.0737
C -1.865 0.145 0.878 0.0215
C -2.452 1.409 1.111 -0.0005
C -1.643 2.536 1.080 -0.0121
C -0.293 2.389 0.730 0.0084
C 0.152 1.181 0.322 -0.1643
C 1.478 0.779 -0.363 -0.0082
H 2.165 -2.375 -1.508 0.0986
H 3.448 -1.274 -0.856 0.1083
H 2.651 -0.773 -2.220 0.0824
H -1.471 -2.565 -0.868 0.0515
H -1.018 -2.593 0.798 0.1267
H 0.032 -3.303 -0.613 0.1000
H -2.450 -0.696 1.058 0.1178
H -3.534 1.355 1.324 0.1343
H -1.943 3.594 1.391 0.1551
H 0.312 3.324 0.897 0.1569
H 1.452 1.479 -1.276 0.1819
H 2.287 0.850 0.255 0.1072

=====

(3)
25
Properties=species:S:1:pos:R:3:lowdin_charge:R:1 method="wB97M-V/def2-TZVPD" orbital_gap_ev=8.3 total_energy_ha=-572.818273 homo_energy_ev=-7.4 smiles="CC1=CON(c2ccccc2)N1C"
C 3.393 -0.181 -0.978 -0.0649
C 2.150 0.512 -0.524 -0.3018
C 1.793 1.828 -0.357 -0.0519
O 0.503 1.969 0.132 -0.0786
N 0.134 0.700 0.669 -0.0048
C -1.159 0.267 0.238 -0.1917
C -1.569 -1.078 0.138 -0.0372
C -2.841 -1.353 -0.207 -0.1094
C -3.871 -0.413 -0.298 -0.0703
C -3.460 0.925 -0.132 -0.0682
C -2.102 1.292 0.033 -0.0195
N 1.195 -0.325 0.132 -0.0854
C 1.742 -1.139 1.272 -0.0546
H 3.640 0.436 -1.920 0.1026
H 3.292 -1.234 -1.229 0.0778
H 4.363 -0.021 -0.416 0.0946
H 2.160 2.748 -0.893 0.1383
H -0.926 -1.857 0.065 0.0679
H -3.202 -2.397 -0.331 0.1188
H -4.771 -0.852 -0.392 0.0566
H -4.145 1.744 0.006 0.0912
H -1.926 2.342 0.352 0.1208
H 1.616 -2.191 1.040 0.0615
H 2.862 -0.990 1.423 0.0888
H 1.127 -0.732 2.175 0.1195

=====

(4)
25
Properties=species:S:1:pos:R:3:lowdin_charge:R:1 method="wB97M-V/def2-TZVPD" orbital_gap_ev=9.3 total_energy_ha=-573.016835 homo_energy_ev=-8.5 smiles="NCCc1ccc2c(c1)CC(=O)N2"
N 3.141 -1.377 -1.102 -0.0314
C 3.761 -0.266 -0.325 -0.2714
C 2.908 0.129 0.928 -0.1471
C 1.514 0.451 0.449 -0.2695
C 1.086 1.658 -0.011 -0.0306
C -0.304 1.903 -0.295 0.0223
C -1.185 0.837 -0.126 -0.2149
C -0.789 -0.420 0.251 -0.1827
C 0.522 -0.550 0.671 0.0081
C -1.960 -1.368 0.227 -0.0085
C -3.106 -0.413 -0.095 -0.4679
O -4.251 -0.760 -0.082 0.0848
N -2.585 0.848 -0.290 0.1664
H 3.325 -2.286 -0.610 0.0800
H 2.125 -1.254 -1.244 0.0559
H 3.965 0.531 -1.070 0.1057
H 4.780 -0.611 -0.057 0.1054
H 3.352 0.998 1.400 0.1025
H 2.936 -0.773 1.614 0.1265
H 1.751 2.463 -0.069 0.0956
H -0.611 2.867 -0.671 0.1030
H 0.808 -1.558 1.045 0.1295
H -2.052 -1.819 1.243 0.1459
H -1.841 -2.146 -0.564 0.1464
H -3.098 1.607 -0.658 0.1461

=====

(5)
26
Properties=species:S:1:pos:R:3:lowdin_charge:R:1 method="wB97M-V/def2-TZVPD" orbital_gap_ev=9.5 total_energy_ha=-648.195450 homo_energy_ev=-9.2 smiles="O=CN[C@]1(O)CCCc2cnccc21"
O -2.175 -1.299 1.100 0.0609
C -2.765 -0.321 0.772 -0.4340
N -2.209 0.724 0.207 0.0987
C -0.741 0.701 -0.301 -0.3973
O -0.401 1.966 -0.760 0.0472
C -0.562 -0.380 -1.418 -0.0993
C 0.905 -0.611 -1.754 -0.1206
C 1.456 -1.296 -0.443 -0.1057
C 1.324 -0.374 0.798 -0.1214
C 2.196 -0.441 1.841 -0.1125
N 2.040 0.192 3.016 0.0413
C 0.997 0.919 3.139 -0.1574
C -0.007 1.042 2.108 -0.0057
C 0.163 0.442 0.920 -0.1135
H -3.875 -0.057 1.034 0.1579
H -2.917 1.356 -0.153 0.1347
H -1.225 2.419 -1.042 0.1230
H -1.134 -0.091 -2.216 0.0761
H -1.165 -1.330 -1.110 0.1532
H 1.421 0.248 -1.885 0.0755
H 1.224 -1.418 -2.441 0.1267
H 2.405 -1.592 -0.587 0.0690
H 0.878 -2.120 -0.256 0.0906
H 3.190 -1.120 1.800 0.1584
H 0.844 1.496 4.164 0.1396
H -0.921 1.624 2.141 0.1144

=====

(6)
26
Properties=species:S:1:pos:R:3:lowdin_charge:R:1 method="wB97M-V/def2-TZVPD" orbital_gap_ev=8.6 total_energy_ha=-971.154595 homo_energy_ev=-8.1 smiles=OCCSCc1cnc2ccccn12
O 1.597 -3.314 1.447 -0.1188
C 1.548 -1.972 0.883 -0.2930
C 1.320 -0.966 1.997 -0.4900
S -0.256 -0.969 2.896 0.8802
C -1.268 -0.712 1.435 -0.4480
C -0.950 0.579 0.758 -0.2474
C -0.784 1.895 1.252 -0.0895
N -0.425 2.781 0.291 0.1112
C -0.434 2.094 -0.817 -0.3435
C -0.133 2.472 -2.115 -0.0295
C -0.108 1.606 -3.170 -0.0882
C -0.421 0.240 -2.923 -0.0851
C -0.787 -0.180 -1.661 -0.0549
N -0.726 0.742 -0.638 0.0456
H 0.724 -3.452 1.959 0.1047
H 2.577 -1.692 0.491 0.1382
H 0.780 -1.907 0.040 0.1044
H 1.589 0.109 1.724 0.1069
H 1.938 -1.202 2.840 0.0527
H -2.279 -0.633 1.824 0.0781
H -1.083 -1.518 0.731 0.0535
H -0.906 2.156 2.271 0.0979
H 0.033 3.579 -2.154 0.1351
H -0.029 2.052 -4.225 0.1313
H -0.322 -0.606 -3.663 0.1197
H -1.197 -1.185 -1.475 0.1284

=====

(7)
34
Properties=species:S:1:pos:R:3:lowdin_spin:R:1 method="wB97M-V/def2-TZVPD" total_charge=-2 orbital_gap_ev="5.3 / 5.9" total_energy_ha=-1919.558180 homo_energy_ev="-0.5 / -1.2" spin_multiplicity=2
Pt -0.182 0.486 0.221 0.1140
O 1.423 -1.952 0.294 -0.0068
N 0.814 -2.765 -0.492 0.0013
C 1.571 -3.649 -1.188 -0.0002
C 1.044 -4.613 -2.006 0.0004
C -0.346 -4.662 -2.141 0.0007
C -1.110 -3.741 -1.475 0.0021
C -0.574 -2.742 -0.626 0.0060
S -1.564 -1.611 0.165 0.0347
H 2.626 -3.521 -1.002 0.0000
H 1.706 -5.299 -2.516 0.0000
H -0.813 -5.404 -2.778 0.0001
H -2.186 -3.729 -1.578 0.0008
N 0.041 0.292 2.161 0.2863
C -0.752 0.186 3.086 0.3712
N -0.373 0.091 4.443 0.0793
C -1.336 -0.371 5.404 0.0188
C -0.959 0.170 6.772 0.0010
O 0.364 -0.209 7.135 0.0016
C 1.304 0.241 6.158 0.0058
C 0.977 -0.303 4.781 0.0239
H -1.361 -1.475 5.461 0.0015
H -2.325 -0.024 5.102 0.0125
H -1.614 -0.225 7.552 -0.0001
H -1.033 1.266 6.758 0.0002
H 2.283 -0.095 6.503 0.0018
H 1.291 1.339 6.125 0.0002
H 1.078 -1.401 4.798 0.0009
H 1.650 0.091 4.020 0.0087
O -0.637 3.590 -2.304 0.0009
S -0.446 2.645 -1.218 0.0001
O -0.406 1.190 -1.772 0.0232
O -1.547 2.645 -0.225 -0.0188
O 0.847 2.805 -0.506 0.0280

=====

(8)
27
Properties=species:S:1:pos:R:3:lowdin_charge:R:1 method="wB97M-V/def2-TZVPD" total_charge=+1 orbital_gap_ev=7.6 total_energy_ha=-1025.609862 homo_energy_ev=-12.4 smiles="C/C=[N+]1/c2ccccc2S[C@H]1N(N)C=O"
C 0.950 0.753 -2.174 0.0002
C -0.093 0.692 -1.086 -0.0043
N 0.207 -0.121 -0.175 0.0373
C -0.536 -0.201 1.051 -0.2067
C -1.418 0.853 1.413 0.0012
C -1.923 0.837 2.689 -0.0765
C -1.787 -0.216 3.546 -0.0500
C -0.970 -1.269 3.159 -0.0549
C -0.286 -1.247 1.946 -0.4764
S 0.746 -2.358 1.171 1.1116
C 1.249 -1.351 -0.217 -0.4191
N 1.231 -2.094 -1.409 -0.2183
N 2.464 -2.515 -1.809 0.0925
C 0.065 -2.737 -1.861 -0.3200
O -0.084 -3.515 -2.719 0.1419
H 1.955 0.936 -1.801 0.1088
H 0.940 -0.169 -2.708 0.0767
H 0.747 1.570 -2.840 0.0883
H -0.930 1.459 -1.011 0.1789
H -1.556 1.750 0.903 0.0903
H -2.432 1.802 2.879 0.1341
H -2.311 -0.285 4.542 0.1470
H -0.920 -2.219 3.777 0.1466
H 2.190 -0.853 -0.254 0.1282
H 3.006 -2.278 -2.629 0.1186
H 2.580 -3.496 -1.717 0.0999
H -0.798 -2.502 -1.281 0.1241

=====

(9)
30
Properties=species:S:1:pos:R:3:lowdin_charge:R:1 method="wB97M-V/def2-TZVPD" orbital_gap_ev=8.1 total_energy_ha=-907.785597 homo_energy_ev=-9.3 smiles="N#Cc1cc([N+](=O)[O-])cnc1N(CCO)CCO"
N 0.231 -3.694 -0.141 0.1646
C 0.670 -2.606 -0.249 -0.1432
C 1.211 -1.200 -0.293 -0.0838
C 2.465 -1.231 -0.042 -0.0670
C 3.056 -0.128 -0.173 -0.1520
N 4.440 -0.011 0.229 -0.2579
O 4.939 1.456 0.196 -0.1526
O 4.982 -0.882 0.538 0.2333
C 2.192 1.085 -0.221 0.0631
N 0.872 0.974 -0.340 0.1026
C 0.300 -0.065 -0.641 -0.2367
N -1.041 -0.003 -0.930 -0.0555
C -1.856 -1.158 -0.558 -0.1469
C -2.079 -1.490 0.877 -0.0989
O -1.031 -0.701 1.788 -0.0937
C -1.610 1.204 -1.081 -0.3124
C -2.210 1.966 -0.026 -0.1820
O -1.390 2.079 1.308 -0.1888
H 3.028 -2.125 0.254 0.1737
H 2.770 2.183 -0.286 0.1868
H -2.911 -0.691 -1.002 0.1875
H -1.613 -1.934 -1.092 0.0454
H -3.127 -0.893 1.416 0.1788
H -2.101 -2.541 1.256 0.1121
H -1.123 0.169 1.631 -0.0691
H -2.254 1.210 -1.969 0.1430
H -0.814 1.923 -1.477 0.1547
H -3.124 1.508 0.596 0.1470
H -2.446 3.163 -0.467 0.1892
H -0.423 2.430 0.899 0.1589

=====

no.,molecular weight (g/mol)
1,294.21
2,146.21
3,176.22
4,176.22
5,192.22
6,208.29
7,529.43
8,222.29
9,252.23